Version i
Here is 2 unconnected molecules or ions with the total composition Cl2NO3P from the Open Molecules 2025 dataset. Energies are from ωB97M-V with the def2-TZVPD basis set.

Last column: Mulliken charge in e.
Cartesian coordinates (Å):
N  -0.970  0.637  -0.169  0.70
O  -1.180  0.827  -1.301  -0.37
O  -1.498  0.904  0.863  -0.38
O  2.016  -0.732  -0.912  -0.44
P  1.115  -0.713  0.266  0.81
Cl  2.075  -0.143  1.930  -0.13
Cl  0.485  -2.679  0.833  -0.19

Results
multiplicity	1
frontier orbital gap (alpha / beta)	0.287 / 0.284	Eh

***

Version ii
Here is 2 unconnected molecules or ions with the total composition Cl2NO3P from the Open Molecules 2025 dataset. Energies are from ωB97M-V with the def2-TZVPD basis set.

Last column: Mulliken charge in e.
Cartesian coordinates (Å):
N  0.651  0.101  1.885  0.76
O  0.260  1.113  2.352  -0.37
O  1.454  -0.744  2.030  -0.37
O  -0.232  -1.254  -2.500  -0.37
P  -0.169  -0.414  -1.323  0.67
Cl  -2.005  -0.392  -0.392  -0.13
Cl  0.041  1.590  -2.052  -0.18

Results
multiplicity	1
frontier orbital gap (alpha / beta)	0.332 / 0.250	Eh

***

Which structure above is the least stable one? version ii is the least stable one.